Entry 1:
Density functional theory data (ωB97M-V with the def2-TZVPD basis set) for 9 unconnected molecules or ions with the total composition C22H58N4O9S5.

Last column: Löwdin charge in e.
Element x y z (Å)
C 0.33 3.42 3.32  -0.01
C 1.25 2.36 3.01  -0.59
O 0.94 1.17 3.14  0.00
N 2.46 2.70 2.57  0.05
C 2.89 3.98 2.11  -0.09
H 0.68 4.39 3.67  0.09
H -0.20 3.14 4.24  0.09
H -0.37 3.58 2.51  0.10
H 3.04 1.91 2.34  0.11
H 3.85 3.93 1.61  0.07
H 3.17 4.72 2.87  0.08
H 2.13 4.43 1.47  0.09
C 1.67 4.58 -3.54  0.01
C 0.20 4.76 -4.06  -0.50
O -0.23 5.84 -4.46  -0.01
N -0.65 3.70 -3.93  0.00
C -2.07 3.64 -4.24  -0.06
H 1.84 5.29 -2.73  0.08
H 2.43 4.77 -4.29  0.07
H 1.87 3.56 -3.21  0.04
H -0.23 2.83 -3.62  0.02
H -2.60 3.37 -3.33  0.06
H -2.32 2.81 -4.89  0.07
H -2.45 4.58 -4.64  0.08
C -4.58 2.16 6.03  -0.01
C -3.74 2.13 4.76  -0.51
O -2.87 3.03 4.61  0.00
N -3.95 1.20 3.81  -0.01
C -3.13 1.05 2.69  -0.07
H -5.27 2.98 5.85  0.08
H -4.00 2.18 6.96  0.09
H -5.34 1.40 6.19  0.06
H -4.77 0.62 3.95  0.14
H -2.30 1.75 2.61  0.09
H -3.75 1.02 1.80  0.06
H -2.76 0.04 2.84  0.09
C 4.82 -0.42 1.61  0.02
C 4.64 0.90 0.87  -0.60
O 5.10 1.90 1.35  0.04
N 3.99 0.86 -0.28  0.03
C 3.88 1.92 -1.25  -0.05
H 4.22 -0.32 2.51  0.08
H 5.88 -0.61 1.79  0.09
H 4.44 -1.28 1.06  0.04
H 3.74 -0.08 -0.55  0.07
H 4.80 2.16 -1.80  0.09
H 3.58 2.84 -0.75  0.08
H 3.08 1.64 -1.94  0.07
C 0.41 1.47 -0.30  -0.22
S -0.48 1.06 -1.85  0.91
O 0.50 1.45 -2.97  -0.57
C -0.17 -0.77 -1.73  -0.24
H -0.12 1.39 0.66  0.04
H 0.69 2.52 -0.36  0.06
H 1.24 0.81 -0.07  0.04
H 0.89 -1.02 -1.76  0.03
H -0.64 -1.20 -2.62  0.03
H -0.55 -1.20 -0.81  0.04
C 0.96 -1.89 3.51  -0.28
S 0.39 -3.56 3.09  0.86
O -1.13 -3.66 3.54  -0.60
C 0.26 -3.19 1.26  -0.25
H 0.06 -1.27 3.58  0.05
H 1.69 -1.39 2.88  0.04
H 1.37 -2.08 4.50  0.04
H 1.25 -2.92 0.88  0.01
H -0.40 -2.33 1.12  0.04
H -0.17 -4.03 0.71  0.03
C -2.52 -5.12 -3.93  -0.25
S -0.95 -5.07 -2.96  0.83
O -1.01 -3.80 -2.14  -0.58
C -1.40 -6.51 -1.86  -0.24
H -2.68 -4.17 -4.43  0.05
H -3.36 -5.30 -3.26  0.05
H -2.54 -5.94 -4.66  0.05
H -0.64 -6.61 -1.09  0.04
H -1.35 -7.37 -2.53  0.05
H -2.32 -6.29 -1.33  0.06
C -4.99 -0.43 -0.32  -0.28
S -4.46 0.88 -1.44  0.84
O -3.47 1.93 -0.91  -0.57
C -3.69 -0.21 -2.63  -0.29
H -4.26 -1.20 -0.05  0.06
H -5.80 -0.94 -0.83  0.05
H -5.44 -0.04 0.59  0.04
H -4.36 -0.95 -3.07  0.06
H -2.94 -0.85 -2.16  0.02
H -3.09 0.28 -3.39  0.05
C 2.25 -3.99 -2.25  -0.27
S 3.51 -2.91 -1.43  0.90
O 2.87 -1.80 -0.61  -0.59
C 4.22 -4.19 -0.21  -0.22
H 1.87 -3.62 -3.20  0.05
H 1.39 -4.26 -1.63  0.02
H 2.74 -4.91 -2.55  0.05
H 3.42 -4.59 0.41  0.04
H 4.81 -3.72 0.57  0.04
H 4.83 -4.99 -0.63  0.05

Charge ... 0

Entry 2:
Density functional theory data (ωB97M-V with the def2-TZVPD basis set) for 8 unconnected molecules or ions with the total composition C22H59N9O7P.

Last column: Löwdin charge in e.
Element x y z (Å)
N -2.02 -0.46 0.22  -0.10
C -1.83 -1.91 0.43  -0.48
P -0.73 -2.30 1.99  0.23
N -2.11 -2.79 3.04  -0.26
H -1.09 -0.06 0.36  0.01
H -2.62 -0.12 0.97  0.03
H -1.25 -2.26 -0.43  0.04
H -2.77 -2.45 0.43  0.04
H -0.89 -0.92 2.51  -0.06
H 0.26 -2.62 3.04  -0.10
H -0.56 -3.67 1.47  -0.06
H 0.42 -1.79 1.18  -0.09
H -2.43 -3.73 2.85  -0.02
H -2.86 -2.12 2.90  -0.05
C -2.75 4.39 -3.38  -0.03
C -2.39 3.65 -2.12  -0.56
O -1.95 4.21 -1.13  0.00
N -2.58 2.30 -2.12  0.01
C -3.09 1.47 -3.20  -0.08
H -2.55 5.45 -3.23  0.07
H -2.15 4.04 -4.22  0.09
H -3.80 4.27 -3.62  0.06
H -2.32 1.85 -1.26  0.11
H -3.99 0.95 -2.87  0.08
H -2.34 0.72 -3.47  0.08
H -3.32 2.07 -4.07  0.07
C 3.10 2.41 -3.44  -0.02
C 1.63 2.09 -3.31  -0.56
O 0.90 2.02 -4.29  0.00
N 1.16 1.87 -2.06  0.03
C 1.88 1.90 -0.80  -0.07
H 3.33 2.56 -4.49  0.07
H 3.35 3.32 -2.90  0.08
H 3.71 1.59 -3.06  0.08
H 0.18 1.66 -2.03  0.12
H 1.80 0.93 -0.32  0.08
H 1.43 2.65 -0.15  0.09
H 2.93 2.14 -0.93  0.05
C -6.90 -0.92 3.30  -0.01
C -6.14 -2.15 2.87  -0.54
O -5.02 -2.40 3.28  0.04
N -6.74 -2.99 1.97  0.01
C -8.05 -2.86 1.37  -0.09
H -6.29 -0.37 4.00  0.08
H -7.12 -0.28 2.45  0.08
H -7.83 -1.20 3.80  0.08
H -6.17 -3.78 1.72  0.14
H -8.66 -3.73 1.62  0.08
H -7.96 -2.81 0.28  0.08
H -8.56 -1.97 1.72  0.07
C 3.83 -0.05 2.97  0.00
C 4.52 0.72 1.87  -0.53
O 4.10 0.71 0.72  0.02
N 5.63 1.44 2.19  0.00
C 6.27 1.57 3.49  -0.07
H 2.97 -0.57 2.55  0.09
H 4.51 -0.79 3.40  0.08
H 3.49 0.62 3.75  0.09
H 6.03 1.93 1.41  0.13
H 6.29 2.62 3.78  0.08
H 7.30 1.21 3.42  0.06
H 5.75 1.00 4.24  0.08
C 0.17 -6.45 2.79  -0.02
C -0.42 -6.90 1.48  -0.55
O -1.36 -6.35 0.95  0.03
N 0.16 -8.00 0.88  -0.01
C 1.27 -8.79 1.35  -0.10
H -0.37 -5.57 3.14  0.07
H 0.07 -7.24 3.53  0.08
H 1.21 -6.18 2.67  0.08
H -0.28 -8.26 0.01  0.13
H 2.09 -8.76 0.62  0.08
H 0.97 -9.83 1.49  0.07
H 1.64 -8.40 2.30  0.07
C -5.67 7.84 -4.59  -0.01
C -4.88 6.99 -5.55  -0.54
O -4.41 5.91 -5.23  0.04
N -4.72 7.46 -6.82  0.00
C -5.19 8.71 -7.39  -0.08
H -5.71 7.33 -3.63  0.08
H -5.18 8.81 -4.45  0.08
H -6.68 8.00 -4.95  0.08
H -4.18 6.84 -7.41  0.14
H -5.85 8.50 -8.24  0.08
H -4.35 9.31 -7.73  0.08
H -5.75 9.28 -6.65  0.07
C 9.00 -2.97 3.63  -0.01
C 9.10 -1.46 3.58  -0.56
O 9.01 -0.78 4.59  0.03
N 9.30 -0.88 2.37  0.01
C 9.43 -1.52 1.07  -0.07
H 8.84 -3.27 4.65  0.08
H 8.16 -3.31 3.02  0.09
H 9.92 -3.43 3.26  0.08
H 9.36 0.12 2.41  0.13
H 10.40 -1.28 0.63  0.08
H 8.65 -1.17 0.40  0.09
H 9.35 -2.60 1.17  0.07

Charge ... -1

| no. | HOMO (eV) | orbital gap (eV) |
| --- | --- | --- |
| 1 | -8.35 | 8.16 |
| 2 | -2.74 | 4.71 |